No. 1
DFT (wB97M-V/def2-TZVPD) results for a 6-piece molecular cluster, C36H39IN5O13P2 overall in a non-equilibrium geometry.

Structure (ORCA input):
```
! RIJCOSX wB97M-V def2-TZVPD def2/J DEFGRID3
* xyz 1 1
C -6.04 2.26 -0.34
C -5.14 1.07 0.10
P -3.42 1.59 0.07
C -2.26 0.51 0.89
C -0.95 1.29 1.12
O -0.63 1.22 2.50
C 0.18 2.25 2.90
C -0.23 2.92 4.17
O 1.17 2.58 2.26
P -2.61 1.87 -1.99
O -3.98 2.27 -2.77
I -1.37 3.96 -1.78
H -6.78 2.45 0.42
H -6.50 2.04 -1.28
H -5.47 3.18 -0.45
H -5.40 0.77 1.10
H -5.33 0.24 -0.57
H -3.38 2.82 0.75
H -2.01 -0.33 0.26
H -2.61 0.19 1.86
H -0.16 0.91 0.49
H -1.06 2.33 0.83
H 0.53 2.70 4.91
H -0.26 3.99 4.02
H -1.20 2.60 4.51
H -3.77 2.95 -3.42
C 1.32 -4.75 -1.17
C 0.96 -4.93 0.15
C -0.21 -4.36 0.64
C -1.00 -3.62 -0.23
C -0.65 -3.43 -1.55
C 0.52 -3.99 -2.03
N -2.24 -3.03 0.28
O -2.52 -3.19 1.45
O -2.94 -2.41 -0.50
H 2.22 -5.20 -1.55
H 1.58 -5.51 0.81
H -0.50 -4.50 1.67
H -1.28 -2.85 -2.21
H 0.80 -3.86 -3.06
C -2.36 9.00 4.45
C -3.17 8.37 5.38
C -3.85 7.21 5.04
C -3.70 6.70 3.76
C -2.90 7.33 2.82
C -2.23 8.48 3.17
N -4.40 5.47 3.40
O -5.10 4.95 4.23
O -4.23 5.02 2.28
H -1.83 9.90 4.73
H -3.28 8.77 6.38
H -4.48 6.71 5.76
H -2.80 6.92 1.83
H -1.60 8.98 2.45
C -0.68 2.56 -6.88
C -0.33 1.63 -7.86
C 0.04 0.35 -7.50
C 0.06 0.01 -6.16
C -0.28 0.91 -5.18
C -0.65 2.19 -5.54
N 0.44 -1.36 -5.77
O 0.75 -2.13 -6.64
O 0.40 -1.63 -4.58
H -0.98 3.56 -7.17
H -0.35 1.91 -8.90
H 0.32 -0.37 -8.26
H -0.25 0.63 -4.14
H -0.92 2.90 -4.77
C 4.03 2.09 3.33
C 4.45 2.07 4.65
C 5.70 1.57 4.98
C 6.51 1.10 3.97
C 6.11 1.10 2.65
C 4.86 1.61 2.33
N 7.84 0.58 4.31
O 8.16 0.57 5.48
O 8.55 0.20 3.40
H 3.05 2.49 3.07
H 3.80 2.45 5.43
H 6.03 1.55 6.01
H 6.76 0.72 1.88
H 4.54 1.62 1.30
C 4.50 -10.04 -2.96
C 4.15 -10.19 -1.62
C 2.98 -9.62 -1.15
C 2.18 -8.91 -2.03
C 2.52 -8.75 -3.36
C 3.69 -9.32 -3.82
N 0.92 -8.33 -1.53
O 0.66 -8.46 -0.36
O 0.23 -7.73 -2.33
H 5.42 -10.49 -3.32
H 4.79 -10.75 -0.95
H 2.70 -9.73 -0.11
H 1.88 -8.20 -4.02
H 3.97 -9.21 -4.86
*
```

The value obtained for the HOMO-LUMO gap is 7.49 eV.

Mulliken charges in e:
1. C -1.152
2. C -0.365
3. P 0.132
4. C 0.210
5. C -0.542
6. O -0.400
7. C 0.875
8. C -1.091
9. O -0.662
10. P 0.266
11. O -0.415
12. I 0.047
13. H 0.331
14. H 0.315
15. H 0.363
16. H 0.496
17. H 0.405
18. H 0.023
19. H -0.272
20. H 0.566
21. H 0.367
22. H 0.170
23. H 0.269
24. H 0.314
25. H 0.366
26. H 0.358
27. C -0.611
28. C -0.402
29. C -0.541
30. C 0.223
31. C -0.373
32. C -0.484
33. N 1.099
34. O -0.622
35. O -0.654
36. H 0.472
37. H 0.429
38. H 0.485
39. H 0.522
40. H 0.464
41. C -0.452
42. C -0.427
43. C -0.427
44. C 0.099
45. C -0.285
46. C -0.455
47. N 1.056
48. O -0.591
49. O -0.627
50. H 0.392
51. H 0.388
52. H 0.455
53. H 0.489
54. H 0.383
55. C -0.676
56. C -0.373
57. C -0.519
58. C 0.088
59. C -0.326
60. C -0.086
61. N 1.032
62. O -0.599
63. O -0.603
64. H 0.397
65. H 0.388
66. H 0.457
67. H 0.546
68. H 0.247
69. C -0.201
70. C -0.488
71. C -0.345
72. C 0.002
73. C -0.307
74. C -0.604
75. N 1.007
76. O -0.601
77. O -0.604
78. H 0.516
79. H 0.358
80. H 0.461
81. H 0.451
82. H 0.393
83. C -0.411
84. C -0.449
85. C -0.399
86. C 0.166
87. C -0.336
88. C -0.461
89. N 1.066
90. O -0.617
91. O -0.592
92. H 0.383
93. H 0.379
94. H 0.453
95. H 0.451
96. H 0.376



No. 2
DFT (wB97M-V/def2-TZVPD) results for an isolated molecule of C4H11NO in a non-equilibrium geometry.

Structure (ORCA input):
```
! RIJCOSX wB97M-V def2-TZVPD def2/J DEFGRID3
* xyz 0 1
C 1.50 -0.81 -0.85
N 0.15 -0.56 -0.43
C -0.72 -0.50 -1.70
C 0.21 0.69 0.49
C -0.95 0.52 1.52
O -0.96 1.67 2.49
H 1.45 -1.71 -1.51
H 2.15 0.06 -1.33
H 2.22 -1.17 -0.03
H -0.28 -0.06 -2.55
H -1.73 -0.10 -1.51
H -0.80 -1.59 -2.03
H 0.24 1.57 -0.14
H 1.13 0.63 1.21
H -0.81 -0.38 2.03
H -1.90 0.51 1.04
H -0.88 1.24 3.31
*
```

The energy relative to the best compared isomer or geometry (same formula, charge and spin) is 245.1 kJ/mol. The value obtained for the HOMO-LUMO gap is 9.77 eV. Its structure (SMILES) is CN(C)CCO.

natural (NBO) charges in e:
1. C -0.427
2. N -0.457
3. C -0.423
4. C -0.240
5. C -0.067
6. O -0.728
7. H 0.198
8. H 0.163
9. H 0.197
10. H 0.182
11. H 0.206
12. H 0.201
13. H 0.193
14. H 0.202
15. H 0.173
16. H 0.167
17. H 0.460



No. 3
DFT (wB97M-V/def2-TZVPD) results for C20H19F3HoN3O7S as an isolated structure in a non-equilibrium geometry.

Structure (ORCA input):
```
! RIJCOSX wB97M-V def2-TZVPD def2/J DEFGRID3
* xyz -2 5
Ho -13.74 -2.12 -6.44
O -15.42 -1.05 -5.55
C -16.64 -1.29 -6.11
C -16.95 -2.77 -6.20
N -15.91 -3.40 -7.09
C -15.76 -4.86 -6.91
C -14.28 -5.27 -6.91
O -13.95 -6.47 -6.79
O -13.43 -4.28 -6.90
C -16.18 -3.04 -8.50
C -15.25 -1.99 -9.11
O -15.47 -1.71 -10.29
O -14.33 -1.45 -8.37
H -14.73 0.80 -7.03
H -16.82 -0.79 -7.12
H -17.46 -0.91 -5.44
H -17.93 -3.03 -6.59
H -16.81 -3.21 -5.20
H -16.24 -5.46 -7.71
H -16.12 -5.24 -5.94
H -17.23 -2.74 -8.55
H -16.01 -3.93 -9.13
S -14.75 3.96 -8.85
C -16.22 3.62 -8.13
C -16.27 2.40 -7.44
C -15.01 1.72 -7.52
C -14.08 2.42 -8.23
C -12.70 2.04 -8.32
C -11.79 2.84 -9.05
C -10.49 2.41 -9.18
C -10.09 1.21 -8.59
C -10.99 0.59 -7.74
N -12.27 0.96 -7.65
H -16.98 4.36 -8.22
H -17.13 1.95 -6.93
H -12.12 3.77 -9.52
H -9.79 2.98 -9.75
H -9.06 0.83 -8.74
H -10.67 -0.25 -7.13
F -11.05 -1.86 -9.76
C -10.83 -3.24 -9.61
F -10.20 -3.43 -8.37
F -10.05 -3.74 -10.57
O -13.32 -3.21 -4.21
C -12.43 -2.37 -3.96
C -11.67 -2.23 -2.59
C -11.22 -0.81 -2.67
C -11.28 -0.46 -4.18
O -10.68 0.48 -4.68
N -12.08 -1.41 -4.84
H -10.83 -2.96 -2.62
H -12.30 -2.58 -1.76
H -10.21 -0.56 -2.30
H -11.89 -0.13 -2.16
*
```

The energy relative to the best compared isomer or geometry (same formula, charge and spin) is 153.7 kJ/mol. The expectation value of S² is 6.003. The value obtained for the HOMO-LUMO gap is 3.10 eV.

natural (NBO) charges in e:
1. Ho 2.107
2. O -0.948
3. C -0.051
4. C -0.234
5. N -0.496
6. C -0.340
7. C 0.790
8. O -0.694
9. O -0.826
10. C -0.344
11. C 0.795
12. O -0.666
13. O -0.852
14. H 0.272
15. H 0.145
16. H 0.129
17. H 0.163
18. H 0.199
19. H 0.197
20. H 0.215
21. H 0.196
22. H 0.229
23. S 0.393
24. C -0.458
25. C -0.238
26. C -0.192
27. C -0.202
28. C 0.175
29. C -0.258
30. C -0.181
31. C -0.249
32. C 0.105
33. N -0.422
34. H 0.216
35. H 0.224
36. H 0.197
37. H 0.194
38. H 0.218
39. H 0.218
40. F -0.444
41. C 0.383
42. F -0.449
43. F -0.417
44. O -0.657
45. C 0.676
46. C -0.511
47. C -0.522
48. C 0.702
49. O -0.606
50. N -0.773
51. H 0.226
52. H 0.222
53. H 0.219
54. H 0.223



Number 1: lowest unoccupied orbital energy -3.9 eV. Number 2: lowest unoccupied orbital energy 1.0 eV. Number 3: lowest unoccupied orbital energy 3.9 eV.